This record from OMol25 describes a cluster of 24 separate species, C48H144O44 in total in a non-equilibrium geometry. The level of theory is ωB97M-V/def2-TZVPD.

Structure (ORCA input):
```
! wB97M-V def2-TZVPD RIJCOSX def2/J DEFGRID3
* xyz 0 1
O 28.388 4.345 3.006
O 27.867 -1.718 -6.008
O 37.047 2.347 -3.168
O 33.047 -3.638 -4.327
O 28.056 1.676 1.553
O 25.945 2.620 -7.402
O 29.387 3.466 -2.660
O 32.714 -2.539 -0.422
O 27.311 -5.775 -4.120
O 34.635 -4.082 1.364
O 35.431 -4.661 -3.469
O 32.844 1.278 -3.412
O 35.615 0.073 -3.506
O 27.308 -1.344 -8.607
O 30.397 -2.935 -5.098
O 34.387 3.495 -3.369
O 30.781 3.913 -6.754
O 23.872 -0.978 -9.590
O 27.304 -0.713 2.740
O 30.503 1.181 -1.853
O 31.439 -1.808 -7.260
O 30.561 1.668 -8.293
O 27.623 -2.978 4.649
O 25.809 4.411 3.426
O 30.270 5.451 1.421
O 26.483 -1.340 -0.777
O 32.773 5.196 -4.817
O 31.244 -7.840 -4.066
O 23.650 -1.217 -0.610
O 34.306 -4.149 -6.748
O 25.846 2.721 -4.385
O 27.080 -2.700 -3.312
O 31.203 -1.900 -2.557
O 31.831 -6.970 -1.269
O 32.838 5.447 -0.117
O 26.268 5.098 -1.525
O 28.921 -6.040 -1.796
O 38.197 -3.770 -4.734
O 25.033 -3.364 0.700
O 34.176 -1.162 -7.083
O 32.954 1.482 2.080
O 31.917 -1.399 2.147
O 26.259 3.395 0.698
O 23.330 -3.982 -1.434
C 31.047 -0.799 -8.116
C 29.239 2.285 1.845
C 28.171 3.611 -1.995
C 24.530 -4.713 -1.205
C 26.393 -1.777 -4.101
C 36.559 3.356 -2.325
C 32.032 -4.553 -4.150
C 31.541 4.653 -4.431
C 25.852 -0.077 -0.515
C 31.686 -8.278 -1.775
C 31.575 5.044 -0.569
C 37.578 -3.455 -3.539
C 33.823 -4.595 0.358
C 32.212 -1.482 4.523
C 30.089 -0.059 -1.362
C 30.888 -4.306 -5.143
C 26.373 -5.853 -5.165
C 24.400 -0.042 -1.081
C 25.189 -1.562 -9.614
C 36.735 -4.545 -2.835
C 34.357 -0.572 -3.621
C 24.964 3.498 2.740
C 32.100 -8.468 -3.145
C 27.012 2.717 -6.510
C 30.957 0.633 -7.379
C 33.122 1.867 0.685
C 31.174 3.474 -5.399
C 35.530 4.292 -3.054
C 26.135 -0.594 -8.865
C 27.634 -2.994 3.227
C 32.388 -2.206 3.207
C 35.346 -3.290 -7.184
C 34.880 -2.042 -7.978
C 28.711 -4.745 -1.357
C 24.997 3.678 1.208
C 24.914 -4.714 0.259
C 25.008 -5.456 -4.610
C 30.419 5.867 0.060
C 29.091 3.100 3.173
C 29.981 -1.230 -2.354
C 28.282 -1.714 2.705
C 27.449 4.928 -2.358
C 34.521 1.350 0.236
C 29.655 -4.303 -0.288
C 26.793 2.067 -5.151
C 33.330 0.294 -4.332
C 33.698 -3.531 -0.749
C 26.547 -2.124 -5.575
H 24.848 -6.067 -3.721
H 24.200 -2.911 0.553
H 29.275 -1.957 -1.954
H 27.659 0.064 2.303
H 32.313 -9.483 -3.480
H 38.774 -3.064 -5.037
H 34.531 0.276 0.425
H 28.467 -2.302 -5.537
H 34.723 -4.644 2.138
H 25.925 -1.422 -6.130
H 36.946 -2.618 -3.835
H 31.369 1.148 -2.267
H 34.129 -2.345 -8.708
H 36.040 4.658 -3.945
H 36.227 2.965 -1.363
H 29.152 0.128 -0.837
H 25.324 -1.755 -3.889
H 25.297 -4.201 -1.785
H 30.970 -2.503 -5.736
H 27.409 -4.866 -3.828
H 31.169 -1.375 4.821
H 30.336 0.472 -6.498
H 29.329 -4.715 0.668
H 24.128 -5.297 0.740
H 35.342 1.875 0.724
H 25.595 -1.693 -10.618
H 32.693 5.785 -5.571
H 28.363 -6.181 -2.564
H 37.239 -5.512 -2.813
H 26.429 0.718 -0.989
H 32.447 -0.320 -4.510
H 27.679 -4.621 -1.029
H 26.409 -6.860 -5.581
H 30.871 -0.302 -0.643
H 26.726 -0.776 -3.827
H 27.281 3.767 -6.390
H 30.097 -5.039 -4.981
H 32.219 -1.829 1.344
H 33.464 1.971 -3.174
H 33.005 6.263 -0.594
H 28.169 -3.885 2.901
H 31.057 -6.513 -1.607
H 31.407 3.972 -0.462
H 29.504 5.602 -0.471
H 35.550 -5.177 -4.270
H 35.684 -1.496 -8.471
H 33.410 -2.518 2.991
H 27.470 2.315 1.140
H 29.996 1.526 2.046
H 37.360 4.033 -2.028
H 29.467 -0.987 -3.284
H 25.890 -1.964 -0.353
H 30.652 -4.555 -0.648
H 28.692 2.466 3.965
H 28.265 3.508 -0.914
H 30.058 -0.968 -8.542
H 31.801 -7.698 -4.835
H 32.491 -5.532 -4.292
H 24.302 2.962 0.769
H 29.779 2.667 -2.300
H 32.170 -2.343 -1.189
H 29.677 -3.242 -0.041
H 24.960 2.504 -4.685
H 33.349 -4.045 -1.645
H 26.381 0.257 -9.500
H 22.652 -4.456 -0.946
H 32.291 1.360 0.194
H 32.829 -1.995 5.261
H 33.584 0.901 -5.201
H 26.724 4.254 3.180
H 31.666 -0.684 -9.006
H 29.044 4.815 2.485
H 25.283 2.487 2.991
H 26.482 1.029 -5.274
H 24.727 4.686 0.894
H 38.292 -3.083 -2.804
H 27.560 -1.273 -7.684
H 32.378 -1.623 -7.181
H 31.121 -2.332 -3.411
H 33.843 3.905 -4.045
H 31.663 4.127 -3.485
H 23.994 3.711 3.189
H 24.388 -5.709 -1.625
H 23.705 -0.405 -10.342
H 30.044 3.241 3.683
H 30.676 5.317 -4.434
H 32.222 -8.973 -1.129
H 23.561 -1.878 -1.299
H 27.105 -2.263 -2.457
H 26.326 -3.109 -5.987
H 28.885 -4.161 -2.261
H 28.132 5.753 -2.157
H 25.773 0.124 0.553
H 35.885 -3.078 -6.260
H 24.234 -5.709 -5.335
H 36.215 -0.372 -2.903
H 28.622 -1.806 1.674
H 31.800 -4.502 -3.086
H 26.788 -5.310 -6.014
H 34.777 -0.438 -6.891
H 27.644 -2.060 4.928
H 31.909 2.670 -5.429
H 33.053 2.949 0.574
H 33.037 -7.961 -3.376
H 34.377 -5.444 -0.044
H 25.004 -2.489 -9.071
H 34.087 -0.717 -2.575
H 24.374 -0.116 -2.168
H 31.965 0.948 -7.106
H 30.277 2.987 -5.016
H 27.610 2.706 -2.229
H 31.510 5.220 -1.643
H 26.649 -3.114 2.776
H 27.297 4.957 -3.437
H 34.667 -3.073 -0.944
H 33.883 -3.747 -5.986
H 25.975 6.001 -1.670
H 31.814 -3.133 3.224
H 27.847 2.228 -7.012
H 29.111 -1.549 3.393
H 30.587 6.943 0.014
H 25.170 2.973 -6.958
H 34.522 -1.549 -4.073
H 36.517 -4.248 -1.809
H 36.369 1.669 -3.215
H 34.624 1.556 -0.829
H 24.939 -4.403 -4.336
H 32.796 -4.761 0.681
H 27.759 2.088 -4.646
H 30.649 -8.577 -1.624
H 25.781 -5.364 0.376
H 25.808 -0.176 -7.913
H 30.338 4.759 -6.654
H 31.327 -4.406 -6.136
H 32.554 0.610 2.099
H 32.561 -0.450 4.493
H 34.998 5.075 -2.515
H 33.827 -3.871 -3.818
H 30.575 2.464 -7.757
H 31.157 5.439 1.788
H 36.041 -3.820 -7.834
H 29.524 2.956 1.034
H 26.402 3.938 -0.081
H 23.853 0.816 -0.692
*
```

Calculated values
* E_tot: -5225.43337 Eh
* highest occupied orbital energy: -9.07 eV